No. 1
The following is a quantum chemistry calculation of a structure of composition C52H56BF15GeIMgN8OS2Si, from the Open Molecules 2025 dataset.

CARTESIAN COORDINATES (ANGSTROEM)
Mg 0.940 -1.049 0.623
C 5.860 -2.792 1.847
C 4.921 -2.154 0.878
C 5.187 -1.623 -0.362
C 3.956 -1.141 -0.838
N 3.005 -1.369 0.063
N 3.608 -1.993 1.126
B 2.882 -2.218 2.467
N 2.477 -0.845 3.055
N 1.867 0.094 2.258
C 1.951 1.253 2.901
C 2.596 1.066 4.138
C 2.926 -0.267 4.188
C 3.648 -1.024 5.253
C 1.437 2.564 2.348
C -0.069 2.689 2.611
C 1.740 2.664 0.855
C 2.156 3.718 3.056
N 1.660 -3.154 2.249
N 0.976 -3.173 1.061
C 0.210 -4.261 1.074
C 0.363 -4.935 2.292
C 1.287 -4.200 3.007
C 1.822 -4.443 4.377
C -0.572 -4.701 -0.146
C -1.289 -6.018 0.152
C 0.421 -4.918 -1.296
C -1.607 -3.653 -0.538
C 3.704 -0.499 -2.183
C 4.947 0.298 -2.595
C 2.514 0.460 -2.150
C 3.477 -1.612 -3.218
H 6.849 -2.864 1.397
H 5.946 -2.211 2.766
H 5.533 -3.796 2.121
H 6.143 -1.587 -0.854
H 3.627 -2.746 3.237
H 2.810 1.811 4.885
H 3.771 -0.389 6.130
H 3.102 -1.919 5.555
H 4.637 -1.343 4.922
H -0.625 1.913 2.086
H -0.278 2.612 3.682
H -0.429 3.655 2.255
H 1.212 1.913 0.273
H 1.411 3.629 0.467
H 2.813 2.560 0.670
H 1.899 3.765 4.116
H 3.241 3.632 2.965
H 1.850 4.662 2.602
H -0.113 -5.848 2.607
H 1.436 -5.387 4.757
H 2.911 -4.480 4.387
H 1.509 -3.652 5.064
H -0.586 -6.806 0.432
H -2.017 -5.902 0.959
H -1.827 -6.346 -0.740
H 1.164 -5.673 -1.024
H -0.111 -5.261 -2.187
H 0.937 -3.994 -1.548
H -2.326 -3.496 0.267
H -1.142 -2.696 -0.770
H -2.153 -3.978 -1.429
H 5.229 1.021 -1.826
H 5.802 -0.355 -2.785
H 4.736 0.847 -3.515
H 2.743 1.352 -1.566
H 2.275 0.778 -3.166
H 1.601 0.007 -1.765
H 4.320 -2.308 -3.224
H 2.565 -2.160 -2.998
H 3.388 -1.172 -4.216
C -5.900 -2.907 3.800
Si -5.073 -1.795 2.531
C -5.760 -0.063 2.663
C -5.459 -2.517 0.852
C -3.233 -1.749 2.964
C -2.868 -2.138 4.244
C -1.540 -2.081 4.658
C -0.600 -1.686 3.735
N -0.897 -1.308 2.484
C -2.182 -1.278 2.143
S -2.638 -0.592 0.595
H -6.902 -3.169 3.450
H -6.010 -2.424 4.773
H -5.342 -3.836 3.939
H -6.847 -0.063 2.546
H -5.337 0.587 1.894
H -5.520 0.372 3.636
H -6.543 -2.443 0.711
H -5.187 -3.575 0.800
H -4.974 -2.004 0.025
H -3.622 -2.489 4.939
H -1.243 -2.350 5.663
H 0.449 -1.657 3.995
N -1.602 -0.864 -3.083
C -0.485 -1.562 -3.355
O 0.337 -1.874 -2.503
C -0.275 -1.977 -4.795
I -1.469 -3.684 -5.269
H -1.638 -0.419 -2.166
H -2.146 -0.480 -3.836
H 0.756 -2.280 -4.927
H -0.547 -1.198 -5.501
F -3.729 2.983 -3.948
C -3.889 3.324 -2.651
C -2.807 3.656 -1.860
C -3.121 3.944 -0.544
F -2.135 4.273 0.315
C -4.403 3.934 -0.030
F -4.642 4.231 1.253
C -5.455 3.608 -0.867
F -6.707 3.588 -0.400
C -5.196 3.303 -2.188
F -6.211 2.983 -3.002
Ge -0.806 3.412 -2.243
S -0.961 0.319 -0.165
C -0.178 5.378 -2.225
C -0.847 6.517 -1.816
F -2.167 6.498 -1.557
C -0.236 7.754 -1.679
F -0.932 8.828 -1.285
C 1.109 7.885 -1.967
F 1.714 9.072 -1.854
C 1.820 6.777 -2.385
F 3.124 6.893 -2.669
C 1.163 5.565 -2.503
F 1.908 4.519 -2.924
C -0.873 3.353 -4.309
C -1.351 4.355 -5.132
F -1.926 5.450 -4.607
C -1.308 4.298 -6.515
F -1.793 5.289 -7.273
C -0.767 3.181 -7.128
F -0.725 3.096 -8.461
C -0.278 2.153 -6.347
F 0.244 1.062 -6.930
C -0.342 2.265 -4.968
F 0.144 1.209 -4.282

F_max, eV Å⁻¹: 0.53
Frontier orbital gap, eV: 6.47
ΔE to the lowest compared entry with this formula, charge and spin, eV: 1.135
Charge: -1
E_HOMO, eV: -4.66

No. 2
The following is a quantum chemistry calculation of a structure of composition C52H56NO2PSe2TeW in a non-equilibrium geometry, from the Open Molecules 2025 dataset.

CARTESIAN COORDINATES (ANGSTROEM)
W -0.734 -0.333 -0.058
C -4.196 -5.645 -0.919
C -5.103 -4.714 -0.437
C -4.658 -3.522 0.130
C -3.295 -3.265 0.209
C -2.384 -4.210 -0.272
C -2.830 -5.395 -0.832
P -2.591 -1.785 0.994
C -4.039 -0.857 1.593
C -4.528 -0.961 2.889
C -5.677 -0.272 3.259
C -6.347 0.516 2.332
C -5.866 0.618 1.031
C -4.714 -0.061 0.670
C -1.748 -2.473 2.426
C -2.256 -3.496 3.180
C -1.571 -3.931 4.334
C -0.406 -3.319 4.700
C 0.149 -2.274 3.922
C 1.352 -1.625 4.311
C 1.851 -0.619 3.547
C 1.205 -0.254 2.341
C 0.056 -0.857 1.887
C -0.511 -1.864 2.742
H -4.550 -6.570 -1.359
H -6.165 -4.912 -0.495
H -5.380 -2.804 0.498
H -1.317 -4.022 -0.188
H -2.118 -6.123 -1.200
H -4.008 -1.571 3.618
H -6.053 -0.354 4.272
H -7.246 1.048 2.621
H -6.387 1.227 0.304
H -4.339 0.028 -0.344
H -3.189 -3.971 2.898
H -1.978 -4.738 4.929
H 0.120 -3.633 5.594
H 1.852 -1.938 5.221
H 2.761 -0.106 3.838
H 1.667 0.528 1.761
C -3.257 2.019 4.873
Se -1.829 0.791 4.399
C -0.597 2.136 3.724
C -1.039 2.859 2.476
Se -1.795 1.782 1.059
C -1.868 3.243 -0.198
H -2.897 2.751 5.592
H -4.045 1.423 5.332
H -3.662 2.509 3.989
H 0.349 1.624 3.584
H -0.472 2.879 4.512
H -0.234 3.429 2.016
H -1.878 3.521 2.677
H -0.866 3.581 -0.450
H -2.433 4.026 0.300
H -2.380 2.901 -1.087
C 6.660 5.483 0.921
C 5.705 4.401 0.482
C 4.447 4.273 1.051
C 3.550 3.277 0.657
C 2.173 3.266 1.274
C 3.962 2.397 -0.332
Te 2.946 0.285 -0.663
N 0.935 0.799 -0.718
C 0.291 1.297 -1.793
O -0.962 1.086 -1.784
C 0.877 2.040 -2.936
C 0.309 1.849 -4.192
C 0.834 2.502 -5.296
C 1.912 3.367 -5.142
C 2.452 3.593 -3.881
C 1.935 2.930 -2.778
C 2.552 -1.705 -1.566
C 2.046 -2.644 -0.677
C 1.829 -3.953 -1.095
C 2.166 -4.314 -2.392
C 2.706 -3.371 -3.260
C 2.906 -2.046 -2.875
C 3.484 -1.071 -3.871
C 5.202 2.505 -0.964
C 5.648 1.598 -2.088
C 6.057 3.514 -0.533
H 6.333 5.948 1.850
H 6.736 6.267 0.164
H 7.663 5.084 1.077
H 4.144 4.969 1.829
H 1.599 4.123 0.908
H 2.229 3.355 2.362
H 1.609 2.369 1.024
H -0.542 1.191 -4.294
H 0.400 2.340 -6.274
H 2.324 3.874 -6.006
H 3.272 4.288 -3.751
H 2.353 3.116 -1.796
H 1.821 -2.364 0.348
H 1.424 -4.683 -0.405
H 2.019 -5.333 -2.730
H 2.972 -3.668 -4.269
H 3.486 -1.503 -4.872
H 4.513 -0.815 -3.621
H 2.914 -0.141 -3.901
H 4.824 1.372 -2.761
H 6.047 0.649 -1.715
H 6.439 2.073 -2.667
H 7.027 3.616 -1.013
C -0.818 -1.927 -3.838
C -1.636 -2.148 -2.585
C -3.040 -1.607 -2.723
O -0.967 -1.509 -1.482
H -1.088 -2.679 -4.582
H 0.246 -2.019 -3.628
H -1.017 -0.941 -4.260
H -1.671 -3.211 -2.366
H -2.997 -0.520 -2.827
H -3.669 -1.867 -1.872
H -3.499 -2.023 -3.621

F_max, eV Å⁻¹: 1.07
Frontier orbital gap (alpha / beta), eV: 6.57 / 7.07
<S²>: 3.79
Charge: +1
E_HOMO (alpha / beta), eV: -9.28 / -10.18
Spin multiplicity: 4

No. 3
The following is a quantum chemistry calculation of a structure of composition C52H59CsN2P4S2Te, from the Open Molecules 2025 dataset.

CARTESIAN COORDINATES (ANGSTROEM)
Cs 0.218 -0.085 0.226
S 0.843 -0.650 3.524
P -1.016 -1.385 3.280
C -1.953 -0.736 2.097
P -3.126 -1.092 1.016
S -2.838 -0.700 -0.950
C -3.730 -2.831 1.150
C -3.226 -3.814 0.304
C -3.556 -5.149 0.496
C -4.414 -5.517 1.524
C -4.929 -4.543 2.369
C -4.579 -3.214 2.187
C -4.680 -0.157 1.402
C -5.866 -0.408 0.713
C -7.014 0.313 0.996
C -6.990 1.315 1.963
C -5.813 1.578 2.647
C -4.666 0.838 2.370
C -1.811 -1.307 4.959
C -3.185 -1.131 5.053
C -3.822 -1.107 6.289
C -3.081 -1.264 7.452
C -1.704 -1.437 7.369
C -1.075 -1.454 6.132
C -0.843 -3.216 3.086
C -1.460 -4.153 3.908
C -1.320 -5.516 3.666
C -0.554 -5.964 2.601
C 0.059 -5.038 1.764
C -0.094 -3.683 2.004
H -2.566 -3.519 -0.504
H -3.133 -5.905 -0.155
H -4.667 -6.561 1.674
H -5.591 -4.822 3.181
H -4.970 -2.459 2.861
H -5.870 -1.172 -0.057
H -7.933 0.106 0.458
H -7.887 1.884 2.179
H -5.783 2.357 3.400
H -3.733 1.017 2.895
H -3.746 -1.008 4.136
H -4.896 -0.965 6.341
H -3.571 -1.246 8.419
H -1.119 -1.555 8.274
H 0.001 -1.568 6.055
H -2.063 -3.823 4.746
H -1.821 -6.229 4.313
H -0.445 -7.026 2.415
H 0.654 -5.357 0.916
H 0.373 -2.995 1.308
C -1.958 3.150 -2.171
P -0.563 3.012 -0.993
C 0.581 4.305 -1.663
N 0.112 5.194 -2.504
C 0.966 6.133 -2.986
C 0.498 7.101 -3.909
C 1.344 8.065 -4.372
C 2.693 8.110 -3.938
C 3.164 7.187 -3.051
C 2.304 6.174 -2.560
N 2.787 5.238 -1.702
C 1.978 4.299 -1.284
P 2.665 2.948 -0.173
C 3.822 4.003 0.793
C 3.805 2.036 -1.355
C 4.923 2.878 -1.964
C 2.943 1.443 -2.476
C 4.418 0.903 -0.524
C -1.237 3.863 0.549
C -1.620 5.323 0.319
C -2.466 3.047 0.966
C -0.197 3.787 1.669
H -2.424 4.134 -2.201
H -2.680 2.378 -1.900
H -1.576 2.916 -3.166
H -0.536 7.048 -4.223
H 0.983 8.803 -5.078
H 3.353 8.880 -4.315
H 4.191 7.196 -2.710
H 4.371 4.700 0.162
H 4.511 3.357 1.338
H 3.238 4.558 1.528
H 4.541 3.720 -2.540
H 5.510 2.240 -2.632
H 5.597 3.267 -1.197
H 2.456 2.226 -3.065
H 2.185 0.752 -2.101
H 3.576 0.864 -3.153
H 4.987 1.293 0.325
H 5.101 0.321 -1.147
H 3.665 0.209 -0.149
H -2.307 5.443 -0.520
H -0.745 5.948 0.130
H -2.119 5.703 1.217
H -3.286 3.142 0.252
H -2.823 3.409 1.935
H -2.240 1.981 1.078
H 0.706 4.350 1.419
H 0.087 2.760 1.902
H -0.621 4.225 2.578
C 5.418 -5.648 -6.354
C 4.751 -4.982 -5.177
C 5.258 -3.823 -4.614
C 4.653 -3.207 -3.519
C 5.273 -1.954 -2.969
C 3.492 -3.752 -2.943
Te 2.565 -2.878 -1.249
C 2.971 -4.932 -3.518
C 1.733 -5.584 -2.971
C 3.602 -5.519 -4.610
H 6.243 -5.040 -6.732
H 4.714 -5.805 -7.175
H 5.824 -6.627 -6.083
H 6.155 -3.377 -5.039
H 6.148 -1.661 -3.556
H 5.564 -2.091 -1.925
H 4.546 -1.140 -2.969
H 0.904 -4.875 -2.934
H 1.890 -5.906 -1.938
H 1.448 -6.445 -3.579
H 3.179 -6.426 -5.036

F_max, eV Å⁻¹: 0.80
Frontier orbital gap, eV: 4.44
ΔE to the lowest compared entry with this formula, charge and spin, eV: 0.000
Charge: -2
E_HOMO, eV: -1.56

No. 4
The following is a quantum chemistry calculation of a structure of composition C52H64AsIrPS in a non-equilibrium geometry, from the Open Molecules 2025 dataset.

CARTESIAN COORDINATES (ANGSTROEM)
Ir -0.422 0.103 0.047
C 0.266 -1.894 -0.840
C 1.415 -1.354 -1.548
C 0.986 -0.737 -2.729
C -0.393 -0.886 -2.802
C -0.852 -1.595 -1.631
H 0.283 -2.666 -0.087
H 2.446 -1.479 -1.261
H 1.615 -0.248 -3.458
H -1.017 -0.585 -3.629
H -1.813 -2.072 -1.536
C -2.821 -4.696 -0.851
C -3.546 -3.447 -0.348
C -4.870 -3.832 0.334
C -2.728 -2.610 0.608
C -2.985 -1.250 0.717
C -2.358 -0.427 1.671
C -3.290 0.620 2.291
C -4.268 -0.184 3.180
C -4.105 1.463 1.315
C -1.239 -0.986 2.411
C -1.179 -2.401 2.478
C -1.886 -3.168 1.556
C -0.579 -3.134 3.669
C 0.124 -4.455 3.313
C -1.727 -3.440 4.648
C -0.423 -0.126 3.354
C -0.964 0.113 4.617
C -0.356 0.950 5.538
C 0.844 1.564 5.218
C 1.422 1.312 3.985
C 0.818 0.483 3.041
P 1.700 0.212 1.435
C 2.866 1.645 0.862
C 3.237 1.315 -0.597
C 4.155 1.793 1.682
C 2.205 3.019 0.812
C 2.876 -1.216 1.933
C 3.505 -0.946 3.305
C 3.990 -1.509 0.923
C 2.018 -2.467 2.061
H -3.366 -5.124 -1.691
H -2.766 -5.463 -0.076
H -1.803 -4.472 -1.183
H -3.800 -2.818 -1.210
H -4.676 -4.400 1.247
H -5.472 -4.452 -0.331
H -5.451 -2.947 0.601
H -3.823 -0.839 0.165
H -2.729 1.274 2.939
H -5.022 -0.687 2.569
H -4.785 0.490 3.866
H -3.759 -0.952 3.768
H -4.621 2.253 1.864
H -4.871 0.870 0.809
H -3.490 1.932 0.554
H -1.807 -4.249 1.618
H 0.105 -2.468 4.193
H -0.597 -5.273 3.257
H 0.841 -4.717 4.092
H 0.653 -4.408 2.363
H -2.477 -4.079 4.178
H -2.223 -2.532 4.995
H -1.331 -3.963 5.521
H -1.902 -0.358 4.879
H -0.823 1.122 6.500
H 1.334 2.223 5.921
H 2.370 1.776 3.756
H 3.828 0.406 -0.697
H 3.838 2.139 -0.989
H 2.347 1.225 -1.220
H 4.793 0.915 1.642
H 3.982 2.051 2.724
H 4.724 2.617 1.244
H 1.385 3.033 0.106
H 2.957 3.734 0.462
H 1.852 3.360 1.781
H 4.233 -0.136 3.293
H 4.034 -1.856 3.598
H 2.763 -0.745 4.074
H 4.698 -0.694 0.805
H 3.606 -1.791 -0.054
H 4.556 -2.366 1.296
H 1.320 -2.357 2.881
H 2.661 -3.322 2.282
H 1.473 -2.688 1.146
S -0.717 2.240 1.335
C -1.094 3.666 0.403
C -1.200 4.894 1.053
C -1.414 6.040 0.302
C -1.497 5.973 -1.089
C -1.397 4.751 -1.725
C -1.230 3.597 -0.960
As -1.181 1.845 -1.672
C -0.161 2.171 -3.283
C -0.607 1.703 -4.516
C 0.087 2.028 -5.672
C 1.230 2.813 -5.601
C 1.688 3.263 -4.368
C 0.999 2.939 -3.209
C -2.970 1.544 -2.374
C -3.705 2.610 -2.884
C -4.986 2.399 -3.370
C -5.554 1.132 -3.335
C -4.819 0.065 -2.838
C -3.532 0.273 -2.362
H -1.112 4.944 2.132
H -1.493 6.998 0.800
H -1.640 6.873 -1.670
H -1.438 4.698 -2.805
H -1.512 1.111 -4.582
H -0.276 1.682 -6.632
H 1.765 3.074 -6.504
H 2.577 3.879 -4.312
H 1.357 3.311 -2.256
H -3.297 3.611 -2.900
H -5.544 3.234 -3.776
H -6.567 0.980 -3.686
H -5.251 -0.929 -2.817
H -2.970 -0.559 -1.970

F_max, eV Å⁻¹: 1.30
Frontier orbital gap (alpha / beta), eV: 5.33 / 5.06
ΔE to the lowest compared entry with this formula, charge and spin, eV: 0.698
<S²>: 1.15
Charge: +2
E_HOMO (alpha / beta), eV: -12.71 / -12.66
Spin multiplicity: 2

Question: Among the records above, which one has the lowest F_max?
Answer: C52H56BF15GeIMgN8OS2Si

Question: The lowest charge belongs to which entry?
Answer: C52H59CsN2P4S2Te

Question: Which of these has the highest charge?
Answer: C52H64AsIrPS